1.
Computed, not measured: a structure of composition C18H34AlLiNO5 in a non-equilibrium geometry, with ωB97M-V/def2-TZVPD.

Each line ends with the Löwdin charge.
Atoms and positions in Å:
C: 4.02 2.15 1.79  -0.104
C: 4.23 2.26 0.28  -0.240
C: 3.01 1.84 -0.53  -0.207
C: 2.90 0.32 -0.70  -0.183
C: 2.30 -0.37 0.51  -0.185
C: 1.48 -1.63 0.20  -0.149
C: 0.15 -1.33 -0.29  0.144
C: -1.07 -1.98 0.28  -0.188
C: -2.17 -0.94 0.65  -0.177
C: -3.57 -1.39 0.27  -0.155
C: -4.58 -0.39 0.86  -0.174
O: -5.55 -0.14 -0.14  -0.033
C: -5.57 1.19 -0.55  -0.479
C: -6.25 2.20 0.30  0.039
O: -5.00 1.40 -1.59  0.132
H: 3.37 2.96 2.13  0.084
H: 4.96 2.21 2.33  0.078
H: 3.56 1.21 2.09  0.034
H: 4.44 3.31 0.06  0.114
H: 5.10 1.71 -0.07  0.112
H: 3.08 2.31 -1.52  0.115
H: 2.10 2.24 -0.09  0.113
H: 3.93 -0.04 -0.83  0.125
H: 2.36 0.06 -1.61  0.107
H: 1.73 0.34 1.10  0.122
H: 3.11 -0.71 1.16  0.134
H: 1.35 -2.23 1.11  0.136
H: 2.05 -2.28 -0.48  0.177
H: -0.03 -0.26 -0.36  0.148
H: -1.55 -2.67 -0.44  0.117
H: -0.82 -2.53 1.20  0.095
H: -1.94 0.02 0.21  0.127
H: -2.16 -0.81 1.73  0.137
H: -3.77 -2.41 0.63  0.111
H: -3.73 -1.38 -0.81  0.097
H: -5.08 -0.79 1.74  0.140
H: -4.04 0.51 1.15  0.134
H: -5.49 2.92 0.60  0.106
H: -6.97 2.75 -0.30  0.111
H: -6.72 1.78 1.19  0.096
Li: -1.62 -4.38 0.92  0.721
Al: 0.04 -7.13 0.54  1.165
C: 4.59 2.79 5.81  -0.060
C: 4.27 1.45 5.35  -0.291
N: 4.01 0.40 4.96  0.111
H: 3.98 3.53 5.29  0.083
H: 4.40 2.88 6.88  0.090
H: 5.64 3.02 5.63  0.091
C: -2.73 -0.50 -3.04  -0.020
O: -1.83 -0.62 -4.14  0.054
C: -0.66 -1.18 -3.95  -0.582
O: -0.22 -1.63 -2.90  0.073
O: -0.07 -1.20 -5.12  0.051
C: 1.25 -1.76 -5.25  0.003
H: -3.63 -0.02 -3.42  0.109
H: -2.99 -1.49 -2.67  0.088
H: -2.31 0.11 -2.25  0.094
H: 1.25 -2.81 -4.96  0.098
H: 1.95 -1.18 -4.66  0.097
H: 1.50 -1.67 -6.30  0.111

Computed properties:
LUMO (eV): -13.084
Max |F| (eV Å⁻¹): 2.83
Relative energy (zero: lowest compared OMol25 entry of this formula, charge and spin) (eV): 0.000
Total charge: +3

=====

2.
Computed, not measured: a cluster of 3 separate species, C18H34BClO12 in total in a non-equilibrium geometry, with ωB97M-V/def2-TZVPD.

Each line ends with the Löwdin charge.
Atoms and positions in Å:
C: 5.53 -2.01 -1.11  -0.064
C: 5.48 -3.47 -1.58  -0.213
O: 4.12 -3.89 -1.69  0.073
B: 3.52 -3.63 -2.88  -0.650
O: 4.08 -4.08 -4.05  0.188
C: 2.11 -2.86 -2.97  -0.587
Cl: 2.15 -1.26 -2.13  0.816
C: 0.99 -3.80 -2.49  -0.142
C: 0.94 -4.10 -0.99  -0.152
C: 0.28 -3.04 -0.10  -0.100
C: -1.07 -2.56 -0.57  -0.518
O: -2.01 -2.78 0.07  0.177
O: -1.18 -1.84 -1.72  -0.051
C: -1.75 -0.54 -1.53  -0.206
C: -0.71 0.46 -1.02  -0.068
O: 1.87 -2.63 -4.39  -0.041
C: 1.04 -1.59 -4.64  -0.444
O: 1.29 -0.78 -5.41  0.159
H: 6.51 -1.81 -0.70  0.077
H: 4.81 -1.90 -0.30  0.076
H: 5.30 -1.35 -1.94  0.069
H: 6.04 -3.58 -2.50  0.115
H: 5.98 -4.07 -0.83  0.120
H: 4.61 -3.41 -4.49  0.127
H: 0.04 -3.46 -2.88  0.111
H: 1.18 -4.75 -2.99  0.135
H: 0.40 -5.04 -0.88  0.122
H: 1.92 -4.30 -0.57  0.111
H: 0.12 -3.48 0.87  0.121
H: 0.93 -2.19 0.08  0.086
H: -2.04 -0.20 -2.51  0.119
H: -2.66 -0.55 -0.94  0.099
H: 0.04 0.02 -0.39  0.061
H: -1.24 1.30 -0.56  0.080
H: -0.20 0.84 -1.90  0.060
H: 0.06 -1.57 -4.16  0.139
C: 1.25 3.87 4.78  -0.065
C: 1.84 2.61 4.20  -0.212
O: 1.25 2.28 2.93  0.035
C: 1.69 2.98 1.89  -0.605
O: 2.54 3.84 1.91  0.126
O: 1.01 2.58 0.81  -0.008
C: 1.33 3.32 -0.38  -0.034
H: 0.17 3.80 4.83  0.082
H: 1.65 4.05 5.78  0.080
H: 1.49 4.74 4.15  0.075
H: 1.63 1.76 4.85  0.121
H: 2.93 2.68 4.10  0.123
H: 2.40 3.33 -0.56  0.099
H: 0.94 4.33 -0.30  0.102
H: 0.84 2.82 -1.21  0.074
C: -5.43 0.02 2.41  -0.061
C: -4.39 0.84 1.68  -0.208
O: -4.99 1.95 0.99  0.037
C: -5.30 3.00 1.76  -0.608
O: -5.12 3.09 2.95  0.123
O: -5.87 3.92 0.98  0.004
C: -6.33 5.08 1.68  -0.042
H: -6.23 -0.28 1.72  0.083
H: -4.98 -0.87 2.84  0.082
H: -5.90 0.60 3.21  0.075
H: -3.91 0.23 0.91  0.107
H: -3.61 1.19 2.36  0.125
H: -5.54 5.51 2.29  0.095
H: -7.19 4.82 2.29  0.098
H: -6.63 5.81 0.93  0.092

Computed properties:
LUMO (eV): 0.425
SMILES: CCOB(O)[C@](Cl)(CCCC(=O)OCC)OC=O.CCOC(=O)OC.CCOC(=O)OC
Max |F| (eV Å⁻¹): 5.34
Total charge: 0

=====

3.
Computed, not measured: a structure of composition C18H34BeCl2FLiN5O12P in a non-equilibrium geometry, with ωB97M-V/def2-TZVPD.

Each line ends with the Löwdin charge.
Atoms and positions in Å:
N: -3.90 1.01 -2.53  0.089
C: -5.07 1.61 -2.81  -0.421
N: -6.26 0.99 -2.93  0.124
C: -7.14 1.95 -3.17  -0.373
P: -8.94 1.66 -3.38  0.769
O: -9.52 2.82 -4.07  -0.411
N: -6.55 3.14 -3.23  0.133
N: -5.24 2.93 -2.99  0.188
H: -3.16 1.03 -3.22  0.135
H: -3.72 0.52 -1.64  -0.066
H: -9.44 1.45 -2.09  0.035
H: -9.01 0.44 -4.06  0.030
H: -6.98 4.04 -3.42  0.199
H: -4.54 3.65 -2.95  0.209
O: -7.24 -0.26 -5.94  -0.051
H: -7.69 0.59 -5.95  0.015
H: -6.58 -0.20 -5.23  0.012
C: 2.31 3.22 -1.47  -0.060
C: 1.10 3.66 -2.24  -0.194
O: 0.01 2.76 -1.91  0.032
C: -0.56 2.93 -0.73  -0.630
O: -0.29 3.77 0.08  0.109
O: -1.46 1.96 -0.56  -0.040
C: -2.10 1.97 0.72  -0.044
H: 2.49 2.16 -1.64  0.088
H: 3.21 3.78 -1.75  0.086
H: 2.15 3.35 -0.40  0.068
H: 1.23 3.56 -3.32  0.116
H: 0.84 4.70 -2.04  0.117
H: -2.53 2.94 0.93  0.093
H: -1.41 1.69 1.52  0.098
H: -2.89 1.22 0.66  0.069
O: 0.88 2.81 2.59  -0.079
H: 0.46 3.43 1.98  0.001
H: 1.49 2.30 2.02  0.023
C: 0.92 -1.10 0.23  0.005
C: 1.12 -2.49 0.30  -0.404
C: 2.52 -2.93 0.72  -0.354
O: 2.76 -4.17 0.89  -0.197
C: 3.50 -1.98 0.91  0.032
C: 3.32 -0.54 0.82  -0.328
C: 1.87 -0.09 0.50  -0.360
O: 1.57 1.11 0.46  -0.036
O: 4.19 0.29 0.98  0.108
O: 0.28 -3.37 0.06  -0.019
H: -0.06 -0.73 -0.06  0.095
H: 4.48 -2.37 1.14  0.060
C: 5.40 -4.81 2.69  -1.083
Cl: 6.39 -3.38 2.59  0.628
Cl: 6.01 -5.97 3.89  0.531
H: 4.39 -4.53 2.96  0.027
H: 5.44 -5.32 1.72  -0.018
C: 0.80 -0.83 4.18  -0.334
O: 1.79 -0.74 3.49  0.051
N: 0.44 0.06 5.14  -0.192
C: -0.75 -0.11 5.93  -0.076
C: 1.30 1.21 5.38  -0.035
H: 0.09 -1.67 4.09  0.135
H: -1.42 0.74 5.79  0.085
H: -0.50 -0.19 6.99  0.084
H: -1.27 -1.02 5.63  0.077
H: 1.38 1.81 4.48  0.060
H: 2.30 0.88 5.66  0.092
H: 0.87 1.81 6.18  0.083
Be: -4.82 -0.93 -1.59  0.394
C: 5.94 -4.21 -2.16  -0.082
C: 4.54 -3.64 -1.89  -0.344
O: 4.61 -2.40 -1.33  -0.033
H: 6.53 -4.27 -1.24  0.070
H: 5.86 -5.21 -2.59  0.067
H: 6.47 -3.57 -2.87  0.070
H: 4.02 -4.36 -1.22  0.101
H: 3.98 -3.70 -2.84  0.115
F: 6.01 -1.22 -1.77  -0.285
Li: 3.79 -5.68 0.95  0.741

Computed properties:
LUMO (eV): -3.047
Max |F| (eV Å⁻¹): 2.22
Total charge: 0

=====

4.
Computed, not measured: a structure of composition C18H34Ca2Cl2N4NaO13S in a non-equilibrium geometry, with ωB97M-V/def2-TZVPD.

Each line ends with the Löwdin charge.
Atoms and positions in Å:
C: 5.96 0.16 0.05  -0.072
C: 4.69 0.57 -0.87  -0.199
O: 4.69 2.01 -0.94  -0.218
C: 3.37 2.53 -1.18  -0.187
C: 2.66 2.76 0.24  -0.126
O: 1.36 3.43 0.11  -0.057
C: 0.39 2.45 -0.13  -0.217
C: -0.22 1.49 0.91  0.044
N: -1.11 0.70 0.08  -0.563
S: -2.16 -0.64 0.43  0.733
C: -1.12 1.08 -1.34  -0.313
N: -0.17 2.18 -1.44  -0.488
Cl: 0.13 2.90 -2.96  0.750
H: 6.91 0.48 -0.51  0.128
H: 5.87 0.80 1.02  0.042
H: 6.01 -0.98 0.26  0.111
H: 4.96 0.18 -1.91  0.142
H: 3.73 0.11 -0.45  0.123
H: 3.52 3.58 -1.63  0.139
H: 2.75 1.93 -1.92  0.121
H: 2.49 1.77 0.78  0.119
H: 3.34 3.47 0.83  0.155
H: -0.06 1.35 2.02  0.128
H: -1.90 -1.58 -0.63  -0.391
H: -1.73 0.61 -2.20  0.087
C: -4.98 2.37 3.10  -0.021
C: -4.05 1.77 4.13  -0.330
C: -3.25 2.78 4.89  -0.100
O: -2.10 2.03 5.28  0.075
C: -1.93 1.07 4.33  -0.547
O: -0.96 0.38 4.23  0.134
O: -3.01 1.00 3.51  0.058
H: -4.44 3.05 2.43  0.087
H: -5.41 1.59 2.47  0.040
H: -5.79 2.93 3.58  0.098
H: -4.61 1.10 4.79  0.169
H: -3.78 3.16 5.76  0.148
H: -2.91 3.63 4.28  0.141
C: 4.94 -2.96 -2.13  -0.834
O: 4.50 -3.83 -2.92  -0.039
O: 4.28 -2.97 -0.94  0.014
O: 5.86 -2.12 -2.27  0.001
H: 3.70 -3.71 -1.23  0.085
Na: 5.14 -0.14 2.05  0.687
O: 4.98 -3.53 2.35  -0.337
H: 4.37 -4.16 2.73  -0.110
C: 6.72 2.55 -3.87  -0.689
O: 7.36 1.64 -3.38  0.039
N: 5.89 3.34 -3.14  0.150
N: 6.78 2.86 -5.20  0.150
H: 5.35 4.10 -3.53  0.092
H: 5.82 3.14 -2.16  0.077
H: 7.38 2.29 -5.77  0.110
H: 6.26 3.60 -5.62  0.091
C: -7.86 0.14 -0.48  -0.143
C: -7.07 -0.46 0.65  -0.476
O: -6.35 0.22 1.36  0.038
C: -7.23 -1.93 0.86  -0.080
H: -7.66 1.22 -0.53  -0.077
H: -7.56 -0.32 -1.43  0.067
H: -8.93 -0.01 -0.32  0.047
H: -6.91 -2.47 -0.03  0.095
H: -8.29 -2.14 1.07  -0.107
H: -6.62 -2.24 1.71  0.093
Ca: -0.62 -1.50 -1.35  1.180
Cl: -10.30 -2.14 0.65  -0.399
O: 0.37 -4.85 -1.18  -0.055
C: 0.26 -6.14 -1.18  -0.271
C: -1.12 -6.56 -0.37  -0.275
O: -1.22 -7.85 -0.37  0.075
H: 1.07 -6.71 -0.71  0.145
H: 0.19 -6.63 -2.17  0.141
H: -1.93 -5.99 -0.86  0.129
H: -1.05 -6.06 0.61  0.136
Ca: -7.61 2.13 -2.29  1.310

Computed properties:
LUMO (eV): -7.339
Max |F| (eV Å⁻¹): 8.16
Total charge: +1

=====

5.
Computed, not measured: a structure of composition C18H34CuN2OS5Se2, with ωB97M-V/def2-TZVPD.

Each line ends with the Mulliken spin population.
Atoms and positions in Å:
Cu: 0.07 0.21 -0.36  0.002
C: 0.86 -4.67 -0.71  0.000
C: -0.15 -4.18 -1.74  -0.001
S: -0.68 -2.45 -1.53  0.011
C: -0.03 -1.63 -3.00  -0.001
C: 1.48 -1.39 -2.99  0.000
S: 2.03 -0.35 -1.60  0.000
C: 3.18 -1.37 -0.64  0.000
C: 2.58 -2.56 0.10  0.001
S: 2.55 -4.06 -0.93  0.000
H: 0.94 -5.76 -0.79  0.000
H: 0.53 -4.47 0.30  0.000
H: -1.05 -4.79 -1.68  0.000
H: 0.24 -4.29 -2.75  0.000
H: -0.57 -0.68 -3.06  0.000
H: -0.30 -2.21 -3.89  0.000
H: 1.78 -0.90 -3.91  0.000
H: 2.02 -2.33 -2.92  0.000
H: 3.60 -0.65 0.07  0.000
H: 4.00 -1.67 -1.30  0.000
H: 1.56 -2.33 0.41  -0.001
H: 3.18 -2.75 0.99  0.000
C: -2.54 3.50 1.55  -0.006
Se: -3.39 1.76 1.70  0.449
C: -4.72 1.86 0.26  -0.016
C: -5.08 0.38 0.05  0.007
Se: -3.35 -0.47 -0.30  0.501
C: -3.62 -2.11 0.68  0.000
H: -2.41 3.75 0.50  -0.004
H: -1.57 3.46 2.03  0.001
H: -3.18 4.22 2.06  0.029
H: -4.22 2.28 -0.61  0.001
H: -5.56 2.49 0.55  0.000
H: -5.77 0.19 -0.77  0.006
H: -5.49 -0.06 0.96  -0.001
H: -4.56 -2.54 0.35  0.017
H: -3.65 -1.90 1.75  0.009
H: -2.79 -2.77 0.44  -0.003
C: -0.16 0.06 4.02  0.001
S: 0.64 -0.67 2.60  0.001
O: -0.39 -0.49 1.49  -0.003
C: 1.92 0.53 2.30  -0.003
C: 3.22 0.15 2.59  0.000
C: 4.25 1.05 2.34  0.000
C: 3.97 2.29 1.79  0.000
C: 2.66 2.65 1.50  -0.001
C: 1.63 1.77 1.76  -0.011
H: -0.43 1.09 3.81  0.001
H: 0.51 0.01 4.88  0.000
H: -1.05 -0.54 4.22  -0.001
H: 3.43 -0.82 3.01  0.000
H: 5.27 0.78 2.57  0.000
H: 4.77 2.99 1.60  0.000
H: 2.45 3.63 1.07  0.000
H: 0.60 2.03 1.53  0.013
N: -0.73 3.79 -3.21  0.000
C: -0.10 2.87 -2.49  0.000
N: 1.20 2.67 -2.70  0.000
S: -1.00 2.00 -1.33  0.000
H: -0.26 4.35 -3.91  0.000
H: -1.72 3.91 -3.10  0.000
H: 1.71 3.20 -3.40  0.000
H: 1.70 1.97 -2.18  0.000

Computed properties:
LUMO (spin up / spin down) (eV): -4.536 / -7.946
2S+1: 2
Max |F| (eV Å⁻¹): 0.45
Relative energy (zero: lowest compared OMol25 entry of this formula, charge and spin) (eV): 0.000
Total charge: +2

=====

6.
Computed, not measured: a cluster of 3 separate species, C18H34F4NO10 in total in a non-equilibrium geometry, with ωB97M-V/def2-TZVPD.

Each line ends with the Löwdin charge.
Atoms and positions in Å:
C: 3.00 0.75 -3.78  0.006
C: 2.07 1.94 -3.91  -0.527
O: 2.33 2.95 -3.30  0.105
O: 0.99 1.92 -4.72  0.033
C: 0.23 0.72 -4.65  -0.111
C: -0.87 0.71 -3.59  -0.244
N: -0.32 0.52 -2.25  0.090
F: -1.19 0.95 -1.25  -0.054
C: -1.90 1.91 -3.72  -0.665
O: -1.59 2.88 -4.44  -0.016
O: -2.98 1.79 -3.13  -0.016
C: -1.70 -0.57 -3.90  -0.590
F: -2.41 -0.39 -5.02  0.152
F: -0.92 -1.65 -4.09  0.121
F: -2.58 -0.89 -2.96  0.150
H: 3.25 0.26 -4.72  0.088
H: 2.48 0.01 -3.17  0.075
H: 3.91 0.99 -3.24  0.077
H: -0.29 0.63 -5.61  0.145
H: 0.84 -0.18 -4.57  0.118
H: 0.52 1.07 -2.11  0.116
C: 7.60 -1.25 0.01  -0.119
O: 6.36 -1.03 0.65  -0.200
C: 5.74 0.16 0.21  -0.202
C: 4.28 0.18 0.60  -0.177
O: 3.45 -0.57 -0.27  -0.135
C: 3.51 -1.98 -0.15  -0.180
C: 2.82 -2.51 1.08  -0.199
O: 3.66 -2.40 2.22  -0.204
C: 2.93 -2.52 3.42  -0.118
H: 8.29 -0.43 0.20  0.086
H: 8.02 -2.17 0.42  0.086
H: 7.45 -1.38 -1.07  0.088
H: 5.83 0.25 -0.88  0.125
H: 6.25 1.01 0.68  0.127
H: 3.93 1.21 0.51  0.131
H: 4.14 -0.12 1.64  0.123
H: 4.54 -2.33 -0.21  0.121
H: 2.98 -2.37 -1.03  0.127
H: 2.59 -3.58 0.94  0.127
H: 1.88 -1.96 1.24  0.134
H: 2.20 -1.71 3.51  0.090
H: 3.63 -2.44 4.25  0.085
H: 2.42 -3.48 3.48  0.086
C: -4.12 -0.35 -0.52  -0.098
O: -3.99 0.15 0.80  -0.202
C: -3.80 1.56 0.81  -0.198
C: -4.05 2.12 2.19  -0.177
O: -5.43 2.30 2.49  -0.134
C: -6.18 1.13 2.77  -0.190
C: -5.90 0.54 4.14  -0.209
O: -4.72 -0.25 4.12  -0.196
C: -4.22 -0.49 5.41  -0.124
H: -3.24 -0.12 -1.11  0.045
H: -4.25 -1.43 -0.46  0.086
H: -5.01 0.08 -1.00  0.095
H: -4.48 2.04 0.09  0.136
H: -2.76 1.77 0.51  0.119
H: -3.61 3.12 2.23  0.124
H: -3.56 1.51 2.96  0.118
H: -6.05 0.38 1.98  0.124
H: -7.22 1.45 2.76  0.123
H: -6.73 -0.11 4.43  0.123
H: -5.80 1.35 4.87  0.126
H: -3.94 0.46 5.90  0.086
H: -3.33 -1.11 5.32  0.086
H: -4.96 -1.01 6.03  0.084

Computed properties:
LUMO (eV): 2.309
Max |F| (eV Å⁻¹): 2.37
Total charge: -1

=====

7.
Computed, not measured: a cluster of 3 separate species, C18H34N2O6 in total in a non-equilibrium geometry, with ωB97M-V/def2-TZVPD.

Each line ends with the Löwdin charge.
Atoms and positions in Å:
C: 3.07 2.38 -1.18  0.002
C: 1.93 3.09 -1.24  -0.159
C: 0.93 3.16 -0.09  -0.101
C: -0.02 4.31 -0.36  -0.067
C: -1.06 4.37 -1.19  -0.176
O: -1.47 3.38 -1.97  0.030
C: -2.86 3.43 -2.33  -0.170
C: -3.76 2.53 -1.47  -0.202
C: -3.78 2.88 0.05  -0.076
C: -1.55 5.79 -1.04  -0.361
O: -2.55 6.33 -1.33  0.192
O: -0.60 6.55 -0.36  0.146
C: 0.18 5.63 0.32  -0.422
O: 0.83 5.85 1.25  0.214
H: 3.78 2.48 -0.36  0.064
H: 3.26 1.66 -1.99  0.054
H: 1.74 3.67 -2.15  0.111
H: 0.39 2.22 0.06  0.125
H: 1.48 3.38 0.84  0.127
H: -3.29 4.43 -2.35  0.120
H: -2.92 3.05 -3.36  0.128
H: -3.56 1.46 -1.59  0.104
H: -4.78 2.69 -1.85  0.110
H: -3.62 1.96 0.62  0.072
H: -4.75 3.32 0.33  0.073
H: -3.00 3.59 0.36  0.063
C: 3.25 -1.93 -3.35  -0.105
O: 2.59 -1.22 -2.32  -0.199
C: 1.19 -1.05 -2.51  -0.205
C: 0.35 -2.27 -2.09  -0.427
C: 0.40 -3.42 -3.09  -0.072
N: 0.74 -2.77 -0.77  0.047
H: 2.81 -1.73 -4.33  0.091
H: 3.23 -3.01 -3.14  0.074
H: 4.29 -1.61 -3.36  0.087
H: 0.90 -0.21 -1.87  0.113
H: 0.97 -0.75 -3.54  0.121
H: -0.69 -1.94 -2.04  0.135
H: 1.33 -3.99 -3.03  0.063
H: -0.41 -4.13 -2.90  0.075
H: 0.29 -3.06 -4.12  0.078
H: 0.60 -2.03 -0.09  0.065
H: 1.74 -2.91 -0.78  0.072
C: -0.40 -3.75 5.79  -0.108
O: 0.86 -3.34 5.28  -0.190
C: 1.18 -3.84 4.00  -0.207
C: 0.56 -3.05 2.83  -0.439
C: -0.92 -3.34 2.62  -0.071
N: 0.75 -1.61 2.99  0.039
H: -0.65 -4.77 5.47  0.090
H: -1.19 -3.06 5.47  0.074
H: -0.35 -3.73 6.87  0.087
H: 2.27 -3.76 3.92  0.121
H: 0.95 -4.91 3.93  0.120
H: 1.08 -3.37 1.92  0.117
H: -1.55 -2.84 3.35  0.064
H: -1.24 -2.99 1.64  0.065
H: -1.12 -4.42 2.67  0.080
H: 1.74 -1.41 3.03  0.072
H: 0.42 -1.36 3.92  0.068

Computed properties:
LUMO (eV): -0.050
SMILES: C=CCC1=C(OCCC)C(=O)OC1=O.COC[C@@H](C)N.COC[C@@H](C)N
Max |F| (eV Å⁻¹): 4.06
Relative energy (zero: lowest compared OMol25 entry of this formula, charge and spin) (eV): 7.786
Total charge: 0

=====

Number 1: E -1385.98069 Eh. Number 2: E -2094.26784 Eh. Number 3: E -3266.39809 Eh. Number 4: E -4738.41455 Eh. Number 5: E -9324.79936 Eh. Number 6: E -1912.76855 Eh. Number 7: E -1267.06400 Eh.